The following is a DFT calculation (ωB97M-V with the def2-TZVPD basis set) of an isolated molecule of C3H4INO in a non-equilibrium geometry.

Properties
E = -544.23187 Eh
2S+1 = 1
E_HOMO (alpha / beta) = -8.21 / -7.73 eV
Relative energy (zero: lowest compared OMol25 entry of this formula, charge and spin) = 396.5 kJ/mol
Orbital gap (alpha / beta) = 7.7 / 7.6 eV
F_max = 3.88 eV/Å

Element x y z (Å)
C1 -0.144 -1.133 0.085
C2 -1.995 0.458 0.005
C3 1.687 0.579 0.075
N1 0.978 -0.442 -0.125
O1 -1.389 -0.712 0.088
I1 3.825 0.257 -0.254
H1 -0.189 -2.160 -0.006
H2 -1.269 1.255 -0.071
H3 -2.978 0.340 -0.253
H4 1.474 1.558 0.455

Cartesian forces, eV/Å:
C 1.09 2.46 -0.67
C 3.84 -0.18 0.57
C 0.34 -1.36 -0.68
N -0.65 -0.38 1.10
O -1.39 -0.42 0.15
I -0.53 0.43 0.08
H 0.54 -2.04 -0.07
H -0.75 0.70 -0.16
H -2.25 0.37 -0.45
H -0.24 0.42 0.14

Atomic partial charges in e from the Mulliken method, atoms 1 to 2: -0.0265 -0.4074